Entry from OMol25: C6H18N3 as an isolated structure at a distorted geometry (ωB97M-V/def2-TZVPD).

XYZ file:
```
27
Properties=species:S:1:pos:R:3:forces:R:3:nbo_charge:R:1
C 3.333924 -0.054295 1.009438 -1.4 0.6 -1.4 -0.636
C -2.260043 1.280046 0.103423 -2.3 4.2 1.0 -0.722
C -3.567800 -0.795000 0.391643 -5.4 1.0 1.0 -0.725
C 1.438986 1.189955 -0.888251 -2.8 -2.5 -1.5 -0.449
C 1.831822 -0.309666 0.942177 -1.4 -3.6 1.6 -0.225
C -2.322179 -0.170150 0.199551 3.2 0.7 -0.7 0.411
N 1.588768 -1.384318 -1.286514 -0.2 1.9 0.0 -0.634
N -1.260069 -0.818824 -0.102940 -1.5 -3.4 0.4 -0.668
N 1.177510 -0.253510 -0.413755 0.9 0.8 1.4 -0.302
H 3.838841 -0.587364 0.177980 0.2 0.1 1.1 0.224
H 3.296129 1.000131 0.778330 1.0 0.5 -0.3 0.204
H 3.719359 -0.078810 2.020714 0.2 -0.7 -0.1 0.253
H -3.235869 1.784680 0.505072 1.9 -1.0 0.3 0.256
H -1.413405 2.046594 0.266720 -0.9 -2.1 0.1 0.268
H -2.599496 1.455854 -0.897168 0.3 0.0 -1.3 0.271
H -4.393952 -0.105178 -0.015428 1.2 -0.8 0.2 0.263
H -3.932873 -0.743193 1.460374 0.9 -0.3 -0.7 0.290
H -3.834499 -1.754228 -0.031768 0.8 -0.4 0.0 0.263
H 0.681144 1.203896 -1.760151 1.4 0.9 1.1 0.217
H 1.080587 1.824753 -0.012908 1.1 -0.4 -1.5 0.237
H 2.468922 1.164887 -1.278954 -0.4 1.0 0.5 0.228
H 1.339470 0.396011 1.659009 0.0 -0.4 -1.0 0.208
H 1.481666 -1.369254 1.304127 1.1 1.7 -0.4 0.212
H -1.530346 -1.856601 -0.159337 1.1 1.7 0.1 0.388
H 2.325315 -0.964508 -1.865581 -0.1 -0.7 0.0 0.358
H 0.807831 -1.594691 -1.946895 0.6 0.5 0.8 0.369
H -0.059736 -0.507218 -0.158898 0.5 0.6 -0.7 0.439
```
Positions in Å, forces in eV/Å.

The gap between HOMO and LUMO is 0.4036 Ha. Its total charge is +1. The value obtained for the LUMO energy is -3.04 eV. The value obtained for the total energy is -10975.2151 eV. The value obtained for the energy above the lowest of the compared OMol25 structures with the same formula, charge and spin is 390.9 kJ/mol.